C2H3Cl2N2P as an isolated structure at a distorted geometry. Source: the Open Molecules 2025 dataset; level of theory: wB97M-V/def2-TZVPD.

Structure (XYZ):
```
10
Properties=species:S:1:pos:R:3:forces:R:3:nbo_charge:R:1
Cl 0.190331 2.590484 -1.344926 0.269 0.549 -0.098 -0.21
Cl 0.190026 -0.098066 2.630845 0.618 0.322 1.620 0.14
P 0.802614 0.966633 -0.359989 -3.474 -2.484 -0.045 1.59
N -0.345223 -0.216531 -1.045964 1.123 1.504 -0.891 -0.94
N 2.252570 0.789074 0.101788 2.050 0.473 -0.274 -0.77
C -0.677322 -0.855480 0.166657 2.633 -0.513 1.588 -0.27
C -0.088295 0.230360 1.063538 -1.329 -0.342 -1.760 -0.33
H 0.032477 -1.716707 0.425359 -1.204 0.308 -0.443 0.18
H -1.689403 -1.123233 0.303354 -1.229 -0.246 0.170 0.21
H -0.667773 -0.566533 -1.940662 0.543 0.430 0.133 0.42
```
Positions in Å, forces in eV/Å.

Results
F_max	4.27	eV/A
E	-1449.10103	Eh
spin multiplicity	3
gap between HOMO and LUMO (spin up / spin down)	9.17 / 7.30	eV
energy above the lowest of the compared OMol25 structures with the same formula, charge and spin	10.6	kcal/mol